Run A
Here is a cluster of 13 separate species, C28H87N21O13 in total from the OMol25 dataset. Energies are from ωB97M-V with the def2-TZVPD basis set.

Highest occupied orbital energy: -8.771 eV
Gap between HOMO and LUMO: 9.02 eV
E_LUMO: 0.2 eV
Multiplicity: 1

Geometry (Å):
C 11.61 17.10 17.59
O 11.59 18.18 16.93
N 11.07 16.91 18.93
N 12.01 15.90 16.98
H 10.79 16.05 19.30
H 10.64 17.76 19.25
H 12.15 15.10 17.59
H 12.55 15.78 16.16
C 13.92 11.74 22.30
O 13.09 12.43 22.91
N 14.00 10.41 22.42
N 14.77 12.30 21.40
H 13.29 10.05 23.07
H 14.49 9.76 21.83
H 14.83 13.33 21.55
H 15.67 11.85 21.37
C 17.47 10.87 15.09
O 17.06 10.36 16.13
N 17.12 10.49 13.78
N 18.28 11.99 15.09
H 16.54 9.71 13.57
H 16.99 11.30 13.17
H 18.59 12.31 16.03
H 19.01 11.92 14.35
C 15.60 8.87 19.31
O 15.04 8.94 20.41
N 15.09 8.22 18.20
N 16.83 9.39 19.07
H 15.37 8.57 17.29
H 14.16 7.86 18.26
H 17.17 9.55 18.08
H 17.21 9.96 19.83
C 13.31 17.09 13.67
O 13.60 15.99 14.16
N 13.36 17.27 12.28
N 12.90 18.21 14.38
H 12.97 18.06 11.83
H 13.40 16.35 11.84
H 12.82 19.05 13.84
H 12.65 18.20 15.35
C 10.38 13.78 20.31
O 9.53 14.05 21.13
N 10.19 13.71 19.00
N 11.66 13.38 20.66
H 9.27 13.85 18.63
H 10.87 13.07 18.59
H 12.31 13.41 19.91
H 11.93 13.28 21.64
C 14.56 16.14 21.38
O 15.38 15.25 21.12
N 13.47 15.81 22.13
N 14.60 17.38 20.85
H 13.56 14.96 22.64
H 12.66 16.42 22.34
H 13.92 18.08 21.15
H 15.19 17.53 20.05
C 13.76 12.49 17.04
O 12.68 12.90 17.51
N 14.39 12.99 15.88
N 14.46 11.56 17.68
H 15.04 12.32 15.54
H 14.33 13.96 15.65
H 15.33 11.28 17.33
H 14.15 11.03 18.45
C 17.99 16.20 16.79
C 16.78 16.59 17.64
C 16.39 18.03 17.25
O 15.34 18.40 18.11
C 14.51 19.52 17.82
N 15.73 15.56 17.63
H 18.92 16.74 17.06
H 17.76 16.34 15.73
H 18.29 15.14 16.88
H 17.11 16.69 18.68
H 16.01 18.03 16.21
H 17.24 18.76 17.27
H 15.07 20.43 18.09
H 13.66 19.40 18.44
H 14.30 19.48 16.77
H 15.10 15.84 16.88
H 15.21 15.62 18.49
C 11.76 9.93 19.04
C 11.20 8.59 19.11
C 10.35 8.12 17.91
O 9.38 9.11 17.60
C 8.32 8.56 16.80
N 12.27 7.65 19.36
H 11.02 10.72 19.26
H 12.30 10.10 18.15
H 12.49 9.85 19.87
H 10.48 8.53 19.92
H 9.79 7.18 18.13
H 10.94 7.85 17.04
H 8.09 7.56 17.16
H 8.55 8.53 15.71
H 7.47 9.20 16.84
H 12.94 7.75 20.12
H 11.89 6.72 19.34
C 12.32 13.65 11.53
C 11.21 13.30 12.57
C 11.65 12.12 13.39
O 10.67 11.66 14.35
C 11.14 10.66 15.13
N 10.91 14.47 13.38
H 11.97 14.42 10.87
H 12.57 12.79 10.92
H 13.25 13.95 12.03
H 10.34 12.93 11.98
H 12.56 12.59 13.87
H 12.03 11.31 12.75
H 12.03 11.01 15.72
H 11.33 9.71 14.62
H 10.35 10.45 15.84
H 11.72 14.65 13.91
H 10.13 14.24 13.98
C 19.38 11.81 19.68
C 18.10 12.57 19.53
C 18.19 13.83 20.39
O 17.81 13.45 21.69
C 18.00 14.45 22.64
N 17.76 12.85 18.12
H 19.32 10.89 19.10
H 19.44 11.56 20.77
H 20.18 12.45 19.28
H 17.32 12.02 20.02
H 17.42 14.50 19.94
H 19.18 14.31 20.33
H 17.32 14.27 23.50
H 17.67 15.41 22.19
H 19.06 14.65 22.93
H 16.93 13.44 18.06
H 17.47 11.96 17.70
C 15.59 11.13 9.30
C 15.80 11.55 10.70
C 16.00 13.08 10.85
O 16.12 13.28 12.24
C 16.47 14.63 12.68
N 14.62 11.22 11.59
H 15.32 10.07 9.17
H 16.51 11.45 8.75
H 14.75 11.70 8.93
H 16.70 11.02 11.09
H 15.05 13.56 10.61
H 16.88 13.33 10.31
H 16.10 14.80 13.68
H 15.99 15.30 11.98
H 17.55 14.78 12.72
H 14.42 10.25 11.40
H 14.88 11.43 12.54

***

Run B
Here is a cluster of 13 separate species, C28H87N21O13 in total from the OMol25 dataset. Energies are from ωB97M-V with the def2-TZVPD basis set.

Highest occupied orbital energy: -8.290 eV
Gap between HOMO and LUMO: 8.14 eV
E_LUMO: -0.1 eV
Multiplicity: 1

Geometry (Å):
C -1.56 -4.46 -1.88
O -1.98 -4.02 -2.97
N -1.37 -3.81 -0.77
N -1.33 -5.79 -1.80
H -1.21 -2.82 -0.85
H -1.01 -4.30 0.04
H -1.16 -6.39 -2.60
H -1.09 -6.21 -0.92
C -2.47 3.48 -3.00
O -2.92 3.88 -4.04
N -1.76 4.38 -2.42
N -2.67 2.41 -2.37
H -1.70 5.29 -2.85
H -1.41 4.25 -1.48
H -3.05 1.59 -2.84
H -2.01 2.29 -1.62
C -0.43 -0.06 0.75
O -1.25 -0.57 1.43
N 0.77 0.12 1.08
N -0.57 0.39 -0.46
H 1.05 0.10 2.05
H 1.37 0.53 0.38
H 0.15 0.85 -1.00
H -1.32 -0.10 -0.93
C 2.88 0.02 -1.57
O 1.96 0.90 -1.44
N 4.11 0.08 -1.06
N 2.78 -1.08 -2.30
H 4.19 0.65 -0.22
H 4.71 -0.71 -1.18
H 1.85 -1.43 -2.48
H 3.58 -1.69 -2.29
C -1.98 -3.46 4.55
O -2.61 -2.61 5.14
N -1.56 -4.57 5.04
N -1.63 -3.33 3.31
H -1.62 -4.70 6.04
H -0.92 -5.07 4.44
H -1.94 -2.43 2.97
H -0.90 -3.90 2.92
C -0.46 4.10 1.42
O -0.67 4.18 0.22
N -0.73 3.02 2.11
N 0.20 5.03 2.06
H -0.43 2.88 3.06
H -1.31 2.32 1.66
H 0.49 5.85 1.55
H 0.21 4.93 3.06
C 1.91 3.45 -3.79
O 1.85 4.22 -4.73
N 1.11 3.45 -2.76
N 2.88 2.65 -3.57
H 0.38 4.15 -2.72
H 1.16 2.74 -2.05
H 3.68 2.62 -4.19
H 2.92 2.07 -2.74
C -3.89 -0.83 -2.19
O -2.77 -0.65 -1.85
N -4.84 0.04 -2.27
N -4.22 -1.97 -2.74
H -4.67 0.96 -1.88
H -5.79 -0.31 -2.30
H -5.17 -2.03 -3.06
H -3.50 -2.67 -2.58
C 0.43 0.19 -4.62
C -0.28 -1.19 -4.73
C 0.45 -2.27 -5.54
O 0.48 -1.88 -6.92
C 1.50 -2.57 -7.63
N -0.40 -1.63 -3.42
H 1.43 0.14 -4.19
H -0.24 0.93 -4.19
H 0.65 0.50 -5.65
H -1.26 -1.14 -5.21
H 0.10 -3.30 -5.40
H 1.48 -2.26 -5.18
H 2.45 -2.65 -7.12
H 1.78 -2.06 -8.55
H 1.16 -3.56 -7.96
H -1.01 -0.97 -2.95
H -0.82 -2.55 -3.43
C -3.65 1.64 0.71
C -4.80 2.73 0.46
C -6.13 2.60 1.19
O -6.79 1.49 0.55
C -8.15 1.48 0.95
N -4.21 4.00 0.70
H -4.05 0.63 0.64
H -3.25 1.81 1.71
H -2.88 1.68 -0.05
H -5.00 2.70 -0.61
H -6.70 3.49 0.90
H -6.07 2.50 2.27
H -8.76 0.95 0.21
H -8.52 2.50 0.96
H -8.17 1.11 1.98
H -3.35 4.03 0.17
H -4.76 4.65 0.14
C -1.46 1.30 6.25
C -0.73 0.88 5.00
C 0.48 -0.08 5.15
O 1.34 0.20 4.13
C 2.66 -0.26 4.39
N -1.72 0.30 4.17
H -2.13 2.14 6.05
H -0.84 1.66 7.07
H -2.08 0.48 6.64
H -0.34 1.82 4.61
H 0.18 -1.13 5.12
H 0.86 0.10 6.16
H 3.43 0.08 3.70
H 2.79 -1.33 4.26
H 3.07 0.13 5.32
H -1.46 -0.03 3.25
H -2.10 -0.51 4.63
C 6.01 3.87 -0.75
C 6.15 3.72 0.77
C 5.63 2.35 1.26
O 4.28 2.18 0.89
C 3.27 2.80 1.69
N 7.55 4.00 1.12
H 6.44 2.99 -1.22
H 6.41 4.78 -1.19
H 4.93 3.87 -0.93
H 5.57 4.54 1.20
H 5.93 2.01 2.25
H 6.09 1.56 0.66
H 2.41 2.13 1.70
H 2.98 3.78 1.32
H 3.68 2.87 2.70
H 7.76 4.97 0.91
H 7.70 4.05 2.12
C 1.61 -3.54 2.47
C 1.19 -4.76 1.57
C 2.33 -5.62 0.97
O 3.05 -4.97 0.02
C 2.75 -5.25 -1.32
N 0.20 -5.42 2.31
H 2.48 -3.08 2.01
H 1.96 -3.81 3.47
H 0.80 -2.81 2.48
H 0.66 -4.24 0.78
H 1.93 -6.58 0.62
H 2.99 -5.85 1.81
H 2.62 -6.29 -1.62
H 3.50 -4.73 -1.91
H 1.82 -4.74 -1.56
H 0.60 -6.00 3.04
H -0.23 -6.11 1.71

***

Energetically preferred structure: run A | next structure: +4.849 eV